Entry 1:
19
Properties=species:S:1:pos:R:3:forces:R:3:lowdin_charge:R:1 method="wB97M-V/def2-TZVPD" total_energy_ha=-704.7929 total_charge=-1 de_lowest_kj_mol=0.0
C -1.0410 2.8306 -1.2902 -0.03 -0.01 0.02 -0.4338
C -1.3927 1.4123 -0.8395 0.10 -0.03 -0.02 -0.7506
S 0.1009 0.3928 -0.5804 0.02 0.10 -0.02 0.2496
N -0.2556 2.9023 -2.5205 0.12 0.29 0.02 -0.0573
H -0.4583 3.2979 -0.4920 0.03 0.02 0.00 0.0804
H -1.9437 3.4414 -1.4284 -0.04 -0.06 0.01 0.0858
H -2.0311 0.9415 -1.5972 -0.05 0.05 -0.02 0.0282
H -1.9801 1.4793 0.0826 -0.01 -0.02 0.01 0.0286
H -0.8216 2.5861 -3.2997 0.02 -0.17 0.03 0.0406
H 0.5048 2.2318 -2.4069 -0.11 -0.08 -0.06 -0.0064
C 1.5215 -2.9379 2.1819 -0.26 -0.17 0.28 -0.2917
C 1.6641 -1.6680 2.5567 -0.09 -0.02 -0.03 -0.0079
C 0.1964 -2.6867 0.3279 -0.12 -0.49 0.32 -0.1266
N 1.1148 -3.3474 0.9086 0.45 0.36 -0.49 -0.0464
H 1.7948 -3.7530 2.8459 0.01 0.00 0.02 0.0780
H 1.4216 -0.8585 1.8749 0.04 0.04 0.02 0.0145
H 2.0261 -1.4310 3.5485 0.03 0.01 -0.01 0.0347
H 0.0338 -2.8350 -0.7346 -0.19 -0.06 0.05 0.0496
H -0.4545 -1.9988 0.8624 0.08 0.23 -0.12 0.0309

Entry 2:
19
Properties=species:S:1:pos:R:3:forces:R:3:lowdin_charge:R:1 method="wB97M-V/def2-TZVPD" total_energy_ha=-704.4747 total_charge=+1 de_lowest_kj_mol=304.3
C 0.9740 -2.6374 -0.5382 -1.80 0.72 -1.48 0.0263
C 0.3281 -1.4528 -0.7835 1.55 -3.95 0.29 -0.2934
C -0.0691 1.0032 -0.2931 3.04 -3.12 1.60 -0.1853
C 0.5637 2.3527 -0.3785 -1.35 1.29 0.30 -0.0093
C -1.7992 -0.2906 0.7609 -3.90 1.63 2.95 -0.0361
N 0.7816 -0.2675 -0.2665 -2.51 4.94 0.03 -0.4699
N -1.2758 0.9008 0.2199 3.61 -0.60 -2.35 0.0579
S 2.3693 -0.2237 0.2647 0.79 1.12 0.92 0.9122
H 0.6002 -3.5182 -1.1220 0.51 0.89 0.83 0.0879
H 1.8580 -2.7248 0.0738 -0.18 -0.14 0.06 0.0246
H -0.4185 -1.4788 -1.5372 -0.83 0.53 -0.33 0.1149
H 1.4072 2.5872 -1.0352 -0.16 -0.79 0.21 0.1007
H -0.2612 3.0707 -0.6459 0.67 -0.57 0.08 0.1140
H 0.7773 2.6372 0.6797 0.26 -0.23 -0.74 0.1196
H -2.5764 -0.6172 0.1069 -0.70 -0.59 -0.26 0.1021
H -2.2989 0.1704 1.7058 0.29 -1.39 -1.31 0.1526
H -1.2502 -1.1154 1.1141 1.60 -0.38 -0.14 0.0847
H -1.8796 1.6656 0.0501 -0.84 0.84 0.18 0.1616
H 2.1694 -0.0615 1.6240 -0.07 -0.20 -0.85 -0.0650

Entry 3:
19
Properties=species:S:1:pos:R:3:forces:R:3:lowdin_charge:R:1 method="wB97M-V/def2-TZVPD" total_energy_ha=-704.5296 total_charge=+1 de_lowest_kj_mol=160.1
C -0.6005 0.7425 -0.9418 -0.78 1.54 -0.45 -0.0623
C -1.5856 0.1743 -0.1644 -0.34 1.17 0.79 -0.5502
C 0.5388 -0.0065 -0.8623 -1.32 -0.61 0.37 -0.1431
C -2.9043 0.6950 0.2296 -1.50 0.80 1.41 -0.0980
C 1.2697 -2.2619 -0.2177 0.33 -1.04 0.04 -0.0450
N 0.3579 -1.1212 -0.1644 0.55 -1.64 -1.03 -0.4195
N 1.9993 1.4340 0.8732 -1.01 -0.73 0.16 0.0514
S -1.1504 -1.3068 0.5049 0.50 0.63 -0.38 1.2333
H -0.5839 1.6927 -1.5580 -0.56 -1.22 1.22 0.1662
H 1.3823 0.3476 -1.3629 1.66 -0.59 -0.48 0.1279
H -3.5114 0.3004 -0.5968 -0.83 0.65 0.55 0.1025
H -3.0021 1.8045 0.4192 0.46 -1.04 -1.16 0.1166
H -3.2833 0.3677 1.2626 0.60 -0.41 -1.69 0.1117
H 0.9297 -3.2685 0.1801 0.00 1.75 0.00 0.1283
H 1.6699 -2.4787 -1.1946 -0.57 0.18 -0.79 0.0976
H 2.1020 -1.8497 0.2647 1.57 -0.33 1.37 0.0731
H 1.3888 1.4676 1.6833 0.05 0.45 -0.21 0.0430
H 2.1759 2.3409 0.4794 0.35 0.21 0.32 0.0398
H 2.8073 0.9261 1.1658 0.83 0.22 -0.04 0.0268

Entry 4:
19
Properties=species:S:1:pos:R:3:forces:R:3:lowdin_charge:R:1 method="wB97M-V/def2-TZVPD" total_energy_ha=-361.2695 total_charge=0 de_lowest_kj_mol=314.8
C -0.0151 0.0141 -0.9418 0.67 -0.38 -0.92 -0.1935
C 1.1397 -1.5727 0.4982 0.40 -0.16 -0.42 -0.0964
C -1.1563 1.5492 0.7220 -0.10 0.00 0.02 -0.0649
N 1.2031 -0.3033 -0.1974 0.31 0.45 0.93 -0.2378
C -1.2114 0.2726 -0.0591 0.34 0.02 0.31 -0.3729
C -2.2058 -0.5995 0.0467 0.16 0.01 -0.03 0.0496
N 2.5681 -0.0933 -0.8148 -1.66 -1.56 0.80 -0.0395
N 2.9224 1.0517 -0.7316 -1.21 1.83 -0.32 0.0482
H 2.0621 1.6119 -0.3821 1.41 -0.30 -0.04 0.0857
H 0.1963 0.9087 -1.5392 -0.10 -0.06 -0.03 0.1152
H -0.2337 -0.8183 -1.6256 -0.19 0.10 -0.14 0.1138
H 1.0717 -2.4166 -0.1981 -0.04 -0.16 0.01 0.0804
H 0.2706 -1.5983 1.1572 0.08 0.14 -0.09 0.0792
H 2.0399 -1.6858 1.0998 -0.03 -0.07 0.02 0.0753
H -2.0132 1.6488 1.3844 -0.04 0.02 0.02 0.0751
H -0.2474 1.5862 1.3242 0.05 0.02 -0.01 0.0758
H -1.1417 2.4054 0.0447 0.03 0.07 0.00 0.0810
H -3.0444 -0.4252 0.7030 -0.11 0.11 0.06 0.0623
H -2.2048 -1.5357 -0.4905 0.05 -0.08 -0.17 0.0634

Entry 5:
19
Properties=species:S:1:pos:R:3:forces:R:3:lowdin_charge:R:1 method="wB97M-V/def2-TZVPD" total_energy_ha=-361.3023 total_charge=0 de_lowest_kj_mol=228.7
C -2.2264 1.0057 0.7886 0.11 -0.19 -0.01 -0.1162
C 0.1779 0.4563 -1.5907 -0.29 0.16 -0.27 -0.0768
C 0.1271 0.1225 0.7261 -0.27 0.09 0.37 -0.3677
N 1.4099 0.4555 -2.0119 0.27 -0.17 -0.02 0.0596
N 1.4429 0.1057 1.1777 0.34 -0.19 0.00 0.0877
N 0.8357 -1.7819 -0.6475 -0.09 -0.07 -0.09 0.0137
C -0.0828 -0.6318 -0.5762 -0.01 0.08 -0.08 -0.3852
C -0.8375 0.8270 1.3197 -0.03 -0.12 -0.03 -0.1308
H 2.1139 -0.2185 -1.7011 -0.10 0.08 -0.01 0.0963
H 1.7275 1.1841 -2.6341 -0.06 -0.07 0.05 0.0919
H 1.5601 0.3552 2.1474 0.03 0.00 -0.06 0.0885
H 1.9496 -0.7244 0.9008 0.00 0.10 0.16 0.0640
H 0.7173 -2.2398 -1.5460 0.02 -0.03 0.09 0.0796
H 0.5804 -2.4592 0.0646 0.04 -0.02 -0.08 0.0836
H -1.1359 -0.9406 -0.6425 0.24 0.16 0.01 0.1240
H -0.6099 1.3216 2.2547 0.15 0.08 0.09 0.0952
H -2.2100 1.1368 -0.2894 -0.09 0.06 -0.14 0.0558
H -2.8542 0.1436 1.0220 -0.16 -0.02 0.01 0.0709
H -2.6855 1.8820 1.2377 -0.10 0.07 -0.02 0.0661

Entry 6:
19
Properties=species:S:1:pos:R:3:forces:R:3:lowdin_charge:R:1 method="wB97M-V/def2-TZVPD" total_energy_ha=-361.1970 smiles=N[C@@H]1[C@@H]2NC[C@H](N)[C@@H]12 total_charge=0 de_lowest_kj_mol=505.1
C 1.2951 -0.3573 0.3127 -0.76 -0.72 0.63 -0.4100
C 1.4264 1.0716 -0.3206 0.45 -0.94 0.37 -0.1515
C -0.6432 0.6894 0.6573 -0.84 -1.02 -1.08 -0.2216
C -1.5706 -0.5433 0.4525 -1.26 1.29 1.10 -0.2886
C -0.2192 -0.6116 -0.1188 1.64 1.26 1.04 -0.1366
H 3.1769 -1.2882 0.2156 -3.04 -0.57 -1.42 0.1272
H 1.6294 -2.2529 -0.0510 2.30 1.91 -0.58 0.1150
H 1.4596 -0.3853 1.4298 -0.64 0.25 -0.97 0.1372
H 1.7461 0.7491 -1.3168 -0.16 0.91 -0.32 0.1020
H 2.2198 1.7297 0.1413 -0.89 -0.67 -0.41 0.1250
H 0.1735 2.5171 0.2189 -0.53 0.84 0.22 0.0776
H -0.3001 0.5197 1.6646 0.37 1.11 0.33 0.1066
H -1.6951 -0.9880 1.4737 -0.47 0.23 -0.97 0.1394
H -3.0569 -1.2942 -0.9087 0.91 0.40 0.57 0.0823
H -3.4875 0.1553 -0.3146 1.35 -0.25 0.59 0.0887
H -0.4159 -0.1783 -1.0751 0.65 -0.64 -1.26 0.1144
N 2.1758 -1.3308 -0.2906 1.42 -2.18 1.38 -0.0322
N 0.0267 1.6518 -0.2595 0.41 -0.40 1.33 -0.0103
N -2.6569 -0.4320 -0.5037 -0.93 -0.81 -0.53 0.0353

Entry 7:
19
Properties=species:S:1:pos:R:3:forces:R:3:lowdin_charge:R:1 method="wB97M-V/def2-TZVPD" total_energy_ha=-361.2692 total_charge=0 de_lowest_kj_mol=315.6
C 0.7370 -0.0664 0.8190 -0.96 2.32 -1.99 -0.3632
C 0.2716 2.3475 -0.2659 -0.33 0.22 -0.38 -0.0588
C 0.4916 -1.4787 0.5420 -2.55 -0.91 -1.82 -0.0782
C -0.1050 0.9184 -0.4445 2.51 -1.80 3.46 -0.2994
N 0.2633 0.4760 2.0654 0.04 0.10 0.17 0.0237
C -1.3569 -1.1298 -1.4373 -0.40 3.69 -1.67 -0.3156
N -0.9023 0.4280 -1.2280 -1.79 -2.88 -1.68 0.1277
N -1.0388 -1.8216 -2.4456 0.59 -0.64 1.03 0.0629
H 1.7637 0.2500 0.6319 0.05 -0.08 0.27 0.1229
H -0.6443 0.1081 2.3260 0.12 -0.05 0.00 0.0839
H 0.9196 0.3341 2.8197 -0.06 -0.08 0.09 0.0752
H -0.0691 -1.7016 -2.7423 -0.21 0.46 -0.24 0.0502
H -2.3861 -1.1853 -1.0802 0.17 -0.12 0.36 0.1023
H 0.0733 2.6409 0.7648 0.01 -0.04 -0.05 0.0695
H 1.3420 2.4748 -0.4435 -0.05 -0.04 -0.03 0.0817
H -0.2906 2.9774 -0.9546 0.06 0.05 0.03 0.0771
H 0.4250 -2.1322 1.4064 0.12 -0.04 0.03 0.0818
H -0.5823 -1.5505 -0.0635 2.19 -0.05 2.15 0.0741
H 1.0883 -1.8892 -0.2697 0.49 -0.11 0.27 0.0823

Entry 8:
19
Properties=species:S:1:pos:R:3:forces:R:3:lowdin_charge:R:1 method="wB97M-V/def2-TZVPD" total_energy_ha=-361.2340 total_charge=0 de_lowest_kj_mol=407.9
C -0.8612 -1.5447 1.0555 0.36 0.04 0.08 -0.1336
C 1.0619 -0.1709 0.0628 -0.85 0.15 2.20 -0.5270
C -0.2349 -0.2386 0.6614 0.86 0.86 -0.05 -0.2082
N 1.8531 1.0249 0.1983 -0.07 -0.31 -0.05 0.0789
N 1.8561 -1.3733 0.0411 0.07 0.35 -1.24 0.0886
N -1.5910 2.0980 -0.4116 0.18 -0.90 0.01 0.0929
C -0.3002 0.0444 -0.9838 -0.08 -0.29 0.31 -0.1098
C -1.3217 0.9408 -1.0901 0.24 0.94 -0.81 -0.1772
H 2.0446 -1.6693 0.9917 -0.32 0.06 -0.02 0.0912
H 2.4462 1.2169 -0.5994 -0.08 -0.01 -0.09 0.0754
H 1.2791 1.8289 0.4112 -0.06 -0.06 -0.07 0.0641
H 2.7611 -1.2072 -0.3844 -0.02 -0.04 -0.05 0.0697
H -1.0870 2.2087 0.4545 0.08 -0.25 0.27 0.0766
H -2.5620 2.3596 -0.3419 0.03 0.06 -0.19 0.0946
H -0.2231 -0.7173 -1.7472 -0.29 -0.34 0.01 0.1090
H -2.0202 0.7987 -1.9101 -0.05 -0.06 -0.15 0.1197
H -0.4201 -2.4286 0.5844 -0.05 -0.13 -0.08 0.0606
H -1.9353 -1.5274 0.8659 0.03 -0.01 -0.01 0.0649
H -0.7454 -1.6437 2.1417 0.01 -0.07 -0.08 0.0696

Entry 9:
19
Properties=species:S:1:pos:R:3:forces:R:3:lowdin_charge:R:1 method="wB97M-V/def2-TZVPD" total_energy_ha=-361.1616 smiles=NC1[C@@H]2NCCN[C@@H]12 total_charge=0 de_lowest_kj_mol=598.2
C 0.2408 -1.6185 0.6735 -1.96 -1.97 -2.05 -0.1463
C -0.0070 -0.5844 -0.5740 0.82 -0.71 -0.57 -0.1957
C 0.3979 1.6100 -1.1535 -2.10 1.86 -2.34 -0.2556
C 0.1149 2.0127 0.2605 0.48 0.46 3.94 -0.2562
C 0.1421 -0.0979 0.8107 1.84 -3.27 -0.83 -0.3941
H -1.3307 -2.9184 1.3186 -0.96 -1.94 2.91 0.0027
H -0.7366 -3.1378 -0.2770 -0.66 -0.18 1.04 0.0814
H 1.2661 -2.1527 0.8984 -2.10 1.37 -0.32 0.1500
H -1.1420 -0.7773 -0.8128 2.55 0.67 0.02 0.1625
H 1.8078 0.1243 -1.6636 -1.27 -0.24 0.43 0.1005
H -0.7586 1.6863 -1.3216 1.84 -0.14 -1.71 0.1254
H 0.9775 2.5880 -1.6043 -1.41 -2.81 0.49 0.1618
H -0.6183 2.8783 0.2066 1.63 -0.44 0.26 0.1326
H 1.0578 2.1346 0.9312 -1.33 0.79 -1.34 0.1341
H -1.5207 0.8303 1.0939 -2.97 0.18 -0.75 0.0785
H 1.1969 -0.0776 1.0977 0.19 1.46 -0.28 0.1378
N -0.9725 -2.5489 0.5287 3.45 3.09 -3.15 0.0135
N 0.7663 0.2312 -1.6683 -0.16 0.36 2.61 -0.0172
N -0.5840 1.0164 1.1439 2.12 1.47 1.65 -0.0158

Entry 10:
20
Properties=species:S:1:pos:R:3:forces:R:3:lowdin_charge:R:1 method="wB97M-V/def2-TZVPD" total_energy_ha=-436.5437 total_charge=0 de_lowest_kj_mol=271.2
C -1.3716 0.6429 0.2929 0.04 0.10 -0.17 0.0002
C 0.9446 1.8770 1.0877 -0.12 -0.14 -0.08 0.0039
C -0.7273 -0.1220 -0.8845 0.42 -1.24 1.55 -0.5175
C 0.4189 -0.6342 0.1596 -0.91 0.11 -1.18 -0.4843
C 0.1399 0.8434 0.3889 -0.10 0.60 -1.13 -0.2908
N -1.3020 -0.9687 -1.8528 -0.01 0.16 -0.66 0.1300
N 1.7339 -0.9258 -0.3378 0.10 0.15 -0.06 0.1071
N -0.0700 -1.5826 1.1185 0.13 0.12 0.18 0.0990
O 0.0829 0.9818 -1.2579 0.24 0.05 1.39 -0.0305
H -2.1985 -1.3403 -1.5626 0.08 0.18 -0.03 0.0855
H -1.3999 -0.4808 -2.7364 -0.10 -0.09 0.00 0.0862
H -0.2319 -2.4723 0.6562 0.06 0.05 0.13 0.0844
H 1.7531 -1.8392 -0.7793 -0.03 0.02 0.05 0.0775
H 1.9714 -0.2372 -1.0484 -0.02 -0.12 0.04 0.0805
H 0.6128 -1.7138 1.8570 0.00 -0.19 -0.06 0.0841
H -1.9229 1.5360 0.0114 -0.01 0.03 -0.11 0.1167
H -1.8437 0.0659 1.0815 0.07 0.02 0.04 0.1026
H 0.7991 1.7555 2.1628 0.04 0.06 0.02 0.0935
H 1.9989 1.7460 0.8551 0.08 0.06 0.03 0.0833
H 0.6122 2.8684 0.7883 0.04 0.07 0.06 0.0888